A.
C22H28N2O3 | wB97M-V/def2-TZVPD

Calculated values
Total charge = 0
SMILES = COc1ccc(CNC(=O)[C@H](CC(C)C)NC(=O)c2ccccc2C)cc1
Frontier orbital gap = 9.223 eV
Spin multiplicity = 1
Highest occupied orbital energy = -8.575 eV

Each atom is followed by the atoms it is bonded to, with distances in Å.
Positions of all 55 atoms, in Å:
1 C -7.0027 -0.9246 1.7866  O2 1.407, H28 1.095, H29 1.095, H30 1.089
2 O -6.9330 -0.1583 0.6086  C1 1.407, C3 1.361
3 C -5.7682 0.4807 0.3145  O2 1.361, C4 1.396, C27 1.391
4 C -5.7694 1.2393 -0.8571  C3 1.396, C5 1.379, H31 1.078
5 C -4.6391 1.9257 -1.2473  C4 1.379, C6 1.390, H32 1.080
6 C -3.4828 1.8825 -0.4779  C5 1.390, C7 1.506, C26 1.388
7 C -2.2257 2.5978 -0.8992  C6 1.506, N8 1.452, H33 1.093, H34 1.093
8 N -1.1749 1.6470 -1.2151  C7 1.452, C9 1.345, H35 1.008
9 C -0.1416 1.4038 -0.3896  N8 1.345, O10 1.216, C11 1.530
10 O 0.0957 2.0498 0.6124  C9 1.216
11 C 0.7254 0.2116 -0.7983  C9 1.530, C12 1.540, N16 1.441, H36 1.094
12 C 0.0152 -1.0687 -0.3193  C11 1.540, C13 1.533, H37 1.093, H38 1.093
13 C 0.7560 -2.3625 -0.6750  C12 1.533, C14 1.528, C15 1.526, H39 1.095
14 C 0.0314 -3.5470 -0.0378  C13 1.528, H40 1.088, H41 1.088, H42 1.087
15 C 0.8706 -2.5538 -2.1847  C13 1.526, H43 1.087, H44 1.087, H45 1.089
16 N 2.0147 0.3669 -0.1737  C11 1.441, C17 1.353, H46 1.011
17 C 3.1750 0.2184 -0.8542  N16 1.353, O18 1.218, C19 1.494
18 O 3.2130 -0.1851 -2.0027  C17 1.218
19 C 4.4026 0.6071 -0.0968  C17 1.494, C20 1.392, C24 1.397
20 C 5.3378 1.3630 -0.7987  C19 1.392, C21 1.381, H47 1.080
21 C 6.5016 1.7944 -0.1939  C20 1.381, C22 1.385, H48 1.080
22 C 6.7483 1.4524 1.1249  C21 1.385, C23 1.382, H49 1.080
23 C 5.8384 0.6741 1.8159  C22 1.382, C24 1.391, H50 1.081
24 C 4.6565 0.2381 1.2269  C19 1.397, C23 1.391, C25 1.501
25 C 3.7272 -0.6283 2.0258  C24 1.501, H51 1.086, H52 1.088, H53 1.091
26 C -3.4852 1.1249 0.6845  C6 1.388, C27 1.383, H54 1.080
27 C -4.6105 0.4269 1.0845  C3 1.391, C26 1.383, H55 1.078
28 H -6.8289 -0.3109 2.6764  C1 1.095
29 H -6.2877 -1.7536 1.7707  C1 1.095
30 H -8.0150 -1.3244 1.8182  C1 1.089
31 H -6.6732 1.2721 -1.4444  C4 1.078
32 H -4.6578 2.5083 -2.1570  C5 1.080
33 H -2.4137 3.2297 -1.7714  C7 1.093
34 H -1.8410 3.2137 -0.0819  C7 1.093
35 H -1.3359 1.0295 -1.9953  N8 1.008
36 H 0.8744 0.1840 -1.8820  C11 1.094
37 H -0.9883 -1.0994 -0.7519  C12 1.093
38 H -0.0921 -1.0055 0.7669  C12 1.093
39 H 1.7682 -2.3098 -0.2614  C13 1.095
40 H -0.9750 -3.6369 -0.4422  C14 1.088
41 H -0.0416 -3.4234 1.0407  C14 1.088
42 H 0.5652 -4.4723 -0.2401  C14 1.087
43 H 1.5472 -1.8196 -2.6132  C15 1.087
44 H 1.2712 -3.5405 -2.4045  C15 1.087
45 H -0.1051 -2.4674 -2.6602  C15 1.089
46 H 1.9943 0.8866 0.6937  N16 1.011
47 H 5.1293 1.6058 -1.8301  C20 1.080
48 H 7.2137 2.3879 -0.7472  C21 1.080
49 H 7.6548 1.7808 1.6118  C22 1.080
50 H 6.0472 0.3920 2.8385  C23 1.081
51 H 3.1601 -1.2987 1.3859  C25 1.086
52 H 4.2947 -1.2224 2.7396  C25 1.088
53 H 3.0237 -0.0167 2.5922  C25 1.091
54 H -2.5910 1.0838 1.2892  C26 1.080
55 H -4.5739 -0.1488 1.9958  C27 1.078

B.
C22H28N2O3 | wB97M-V/def2-TZVPD

Calculated values
Total charge = 0
SMILES = O=C(Cn1cc(C(=O)C2CCCCC2)c2ccccc21)NC[C@@H]1CCCO1
Frontier orbital gap = 8.810 eV
Spin multiplicity = 1
Highest occupied orbital energy = -8.257 eV

Each atom is followed by the atoms it is bonded to, with distances in Å.
Positions of all 55 atoms, in Å:
1 O -4.1739 -2.6959 -0.5881  C2 1.209
2 C -3.0888 -2.2597 -0.8954  O1 1.209, C3 1.543, N21 1.350
3 C -1.7716 -2.9845 -0.5471  C2 1.543, N4 1.436, H28 1.094, H29 1.093
4 N -0.8465 -2.0488 0.0288  C3 1.436, C5 1.358, C20 1.377
5 C 0.2710 -1.5532 -0.5627  N4 1.358, C6 1.377, H30 1.075
6 C 0.7907 -0.5085 0.1686  C5 1.377, C7 1.459, C15 1.437
7 C 1.9524 0.3264 -0.1185  C6 1.459, O8 1.215, C9 1.526
8 O 2.1016 1.4116 0.4068  C7 1.215
9 C 2.9447 -0.2458 -1.1273  C7 1.526, C10 1.532, C14 1.536, H31 1.097
10 C 4.0310 0.7661 -1.5044  C9 1.532, C11 1.527, H32 1.092, H33 1.094
11 C 5.0005 1.0289 -0.3546  C10 1.527, C12 1.524, H34 1.090, H35 1.092
12 C 5.6155 -0.2716 0.1492  C11 1.524, C13 1.525, H36 1.092, H37 1.094
13 C 4.5149 -1.2339 0.5815  C12 1.525, C14 1.525, H38 1.092, H39 1.093
14 C 3.5866 -1.5336 -0.5909  C9 1.536, C13 1.525, H40 1.092, H41 1.093
15 C -0.0938 -0.3352 1.2882  C6 1.437, C16 1.392, C20 1.411
16 C -0.1188 0.5494 2.3628  C15 1.392, C17 1.378, H42 1.078
17 C -1.1509 0.4444 3.2697  C16 1.378, C18 1.397, H43 1.080
18 C -2.1495 -0.5226 3.1297  C17 1.397, C19 1.380, H44 1.080
19 C -2.1420 -1.4168 2.0792  C18 1.380, C20 1.389, H45 1.079
20 C -1.1023 -1.3139 1.1643  N4 1.377, C15 1.411, C19 1.389
21 N -2.8850 -1.1174 -1.5853  C2 1.350, C22 1.445, H46 1.012
22 C -3.8475 -0.0394 -1.5873  N21 1.445, C23 1.534, H47 1.093, H48 1.091
23 C -3.4424 0.9604 -0.4973  C22 1.534, C24 1.543, O27 1.420, H49 1.102
24 C -4.2041 2.3019 -0.5221  C23 1.543, C25 1.537, H50 1.088, H51 1.089
25 C -3.0896 3.3595 -0.5018  C24 1.537, C26 1.532, H52 1.090, H53 1.087
26 C -1.8544 2.5381 -0.1188  C25 1.532, O27 1.409, H54 1.099, H55 1.089
27 O -2.0706 1.2704 -0.6947  C23 1.420, C26 1.409
28 H -2.0021 -3.7870 0.1599  C3 1.094
29 H -1.3380 -3.4211 -1.4500  C3 1.093
30 H 0.6169 -1.9767 -1.4879  C5 1.075
31 H 2.3690 -0.4910 -2.0283  C9 1.097
32 H 3.5576 1.7047 -1.7990  C10 1.092
33 H 4.5841 0.3789 -2.3646  C10 1.094
34 H 4.4616 1.5146 0.4585  C11 1.090
35 H 5.7861 1.7083 -0.6930  C11 1.092
36 H 6.2837 -0.0665 0.9881  C12 1.092
37 H 6.2076 -0.7325 -0.6463  C12 1.094
38 H 3.9388 -0.7860 1.3943  C13 1.092
39 H 4.9512 -2.1652 0.9505  C13 1.093
40 H 2.8133 -2.2387 -0.2798  C14 1.092
41 H 4.1640 -1.9973 -1.3953  C14 1.093
42 H 0.6489 1.3001 2.4605  C16 1.078
43 H -1.1978 1.1248 4.1076  C17 1.080
44 H -2.9457 -0.5679 3.8582  C18 1.080
45 H -2.9196 -2.1574 1.9693  C19 1.079
46 H -1.9353 -0.7783 -1.6707  N21 1.012
47 H -3.8315 0.4473 -2.5656  C22 1.093
48 H -4.8360 -0.4549 -1.3888  C22 1.091
49 H -3.5562 0.4769 0.4870  C23 1.102
50 H -4.8534 2.3860 0.3469  C24 1.088
51 H -4.8176 2.3826 -1.4181  C24 1.089
52 H -2.9547 3.7927 -1.4924  C25 1.090
53 H -3.2823 4.1602 0.2076  C25 1.087
54 H -1.7736 2.4414 0.9730  C26 1.099
55 H -0.9164 2.9257 -0.5141  C26 1.089

C.
C22H28N2O3 | wB97M-V/def2-TZVPD

Calculated values
Total charge = 0
SMILES = CCCCOc1ccc(C(=O)Nc2ccc(CN3CCOCC3)cc2)cc1
Frontier orbital gap = 8.978 eV
Spin multiplicity = 1
Highest occupied orbital energy = -8.242 eV

Each atom is followed by the atoms it is bonded to, with distances in Å.
Positions of all 55 atoms, in Å:
1 C 4.5696 5.6866 2.7722  C2 1.525, H28 1.087, H29 1.087, H30 1.088
2 C 3.2062 6.3272 3.0092  C1 1.525, C3 1.528, H31 1.092, H32 1.092
3 C 2.0537 5.3253 2.9547  C2 1.528, C4 1.530, H33 1.092, H34 1.092
4 C 1.7961 4.7978 1.5414  C3 1.530, O5 1.415, H35 1.095, H36 1.094
5 O 0.6672 3.9474 1.4837  C4 1.415, C6 1.357
6 C 0.7587 2.6685 1.9267  O5 1.357, C7 1.399, C27 1.393
7 C -0.4390 1.9454 1.9157  C6 1.399, C8 1.376, H37 1.078
8 C -0.4717 0.6273 2.3083  C7 1.376, C9 1.394, H38 1.080
9 C 0.6961 -0.0087 2.7281  C8 1.394, C10 1.485, C26 1.389
10 C 0.6905 -1.4072 3.2270  C9 1.485, O11 1.216, N12 1.368
11 O 1.2760 -1.7439 4.2379  C10 1.216
12 N -0.0592 -2.3202 2.5367  C10 1.368, C13 1.397, H39 1.013
13 C -0.6048 -2.2551 1.2518  N12 1.397, C14 1.392, C25 1.394
14 C -0.0054 -1.5287 0.2273  C13 1.392, C15 1.382, H40 1.078
15 C -0.5799 -1.5019 -1.0298  C14 1.382, C16 1.387, H41 1.081
16 C -1.7469 -2.2020 -1.3000  C15 1.387, C17 1.505, C24 1.390
17 C -2.3848 -2.1745 -2.6630  C16 1.505, N18 1.455, H42 1.096, H43 1.102
18 N -2.6806 -3.5282 -3.1059  C17 1.455, C19 1.455, C23 1.452
19 C -1.4993 -4.3394 -3.3565  N18 1.455, C20 1.535, H44 1.091, H45 1.095
20 C -0.8382 -4.0236 -4.7048  C19 1.535, O21 1.413, H46 1.091, H47 1.101
21 O -1.7582 -4.1445 -5.7702  C20 1.413, C22 1.412
22 C -2.8752 -3.3023 -5.5758  O21 1.412, C23 1.534, H48 1.091, H49 1.102
23 C -3.5753 -3.6148 -4.2468  N18 1.452, C22 1.534, H50 1.092, H51 1.095
24 C -2.3236 -2.9538 -0.2828  C16 1.390, C25 1.379, H52 1.079
25 C -1.7602 -2.9852 0.9760  C13 1.394, C24 1.379, H53 1.081
26 C 1.8786 0.7185 2.7708  C9 1.389, C27 1.382, H54 1.080
27 C 1.9212 2.0391 2.3646  C6 1.393, C26 1.382, H55 1.078
28 H 5.3581 6.4238 2.9034  C1 1.087
29 H 4.6485 5.2874 1.7642  C1 1.087
30 H 4.7385 4.8783 3.4805  C1 1.088
31 H 3.0382 7.1126 2.2689  C2 1.092
32 H 3.2060 6.7965 3.9951  C2 1.092
33 H 2.2613 4.4900 3.6266  C3 1.092
34 H 1.1366 5.8060 3.3021  C3 1.092
35 H 2.6787 4.2905 1.1366  C4 1.095
36 H 1.5442 5.6310 0.8786  C4 1.094
37 H -1.3348 2.4512 1.5919  C7 1.078
38 H -1.4094 0.0921 2.3037  C8 1.080
39 H -0.1871 -3.1973 3.0276  N12 1.013
40 H 0.9130 -0.9941 0.4110  C14 1.078
41 H -0.1023 -0.9310 -1.8133  C15 1.081
42 H -3.3407 -1.6433 -2.5956  C17 1.096
43 H -1.7392 -1.6117 -3.3562  C17 1.102
44 H -0.7867 -4.1909 -2.5437  C19 1.091
45 H -1.8202 -5.3859 -3.3589  C19 1.095
46 H -0.0364 -4.7326 -4.9161  C20 1.091
47 H -0.4167 -3.0060 -4.6916  C20 1.101
48 H -3.5431 -3.4867 -6.4187  C22 1.091
49 H -2.5567 -2.2478 -5.5973  C22 1.102
50 H -4.4195 -2.9391 -4.0982  C23 1.092
51 H -3.9498 -4.6431 -4.2838  C23 1.095
52 H -3.2160 -3.5213 -0.4958  C24 1.079
53 H -2.2158 -3.5728 1.7602  C25 1.081
54 H 2.7765 0.2327 3.1229  C26 1.080
55 H 2.8633 2.5626 2.3993  C27 1.078

The winner here is A, beating the second structure by 2.4 kcal/mol.

A.
C2H9N2S | wB97M-V/def2-TZVPD

Calculated values
Total charge = +1
Frontier orbital gap = 9.958 eV
Spin multiplicity = 1
Highest occupied orbital energy = -13.231 eV

Each atom is followed by the atoms it is bonded to, with distances in Å.
Positions of all 14 atoms, in Å:
1 S 0.8960 2.0486 -2.4649  H2 1.343, H3 1.338
2 H 0.7055 2.7272 -1.3217  S1 1.343
3 H 2.1843 1.8480 -2.1649  S1 1.338
4 C -0.6414 -0.9857 0.1684  C5 1.328, N7 1.486, H8 1.083
5 C -0.3314 -0.3524 1.2941  C4 1.328, N6 1.361, H9 1.088
6 N -1.0880 -0.2959 2.4234  C5 1.361, H10 1.005, H11 1.007
7 N 0.3162 -0.9287 -0.9665  C4 1.486, H12 1.026, H13 1.022, H14 1.022
8 H -1.5582 -1.5045 -0.0842  C4 1.083
9 H 0.6438 0.1250 1.3647  C5 1.088
10 H -0.7382 0.3022 3.1518  N6 1.005
11 H -2.0883 -0.3298 2.3152  N6 1.007
12 H -0.0894 -0.4374 -1.7711  N7 1.026
13 H 0.6603 -1.8570 -1.2219  N7 1.022
14 H 1.1289 -0.3593 -0.7223  N7 1.022

B.
C2H9N2S | wB97M-V/def2-TZVPD

Calculated values
Total charge = +1
Frontier orbital gap = 10.235 eV
Spin multiplicity = 1
Highest occupied orbital energy = -13.977 eV

Each atom is followed by the atoms it is bonded to, with distances in Å.
Positions of all 14 atoms, in Å:
1 C 2.0930 0.0773 0.4332  S5 1.719, H6 1.086, H7 1.150, H8 1.128
2 C -0.1168 -0.0588 -1.0927  N3 1.297, S5 1.699, H9 1.112
3 N -0.1330 -1.2763 -0.6465  C2 1.297, H10 1.112, H11 1.034
4 N -1.5817 1.1758 0.3562  H12 0.978, H13 0.984, H14 1.060
5 S 1.2229 0.9370 -0.7741  C1 1.719, C2 1.699
6 H 2.8471 -0.6642 0.1872  C1 1.086
7 H 1.3177 -0.1812 1.2425  C1 1.150
8 H 2.8507 0.7055 0.9844  C1 1.128
9 H -0.8660 0.2405 -1.8583  C2 1.112
10 H 0.6643 -1.4994 0.0957  N3 1.112
11 H -0.8725 -1.9685 -0.8542  N3 1.034
12 H -2.4632 0.7522 0.3743  N4 0.978
13 H -1.5305 1.0936 1.3358  N4 0.984
14 H -1.6118 2.2094 0.1249  N4 1.060

The winner here is A, beating the second structure by 14.5 kcal/mol.

A.
H3OP | wB97M-V/def2-TZVPD

Calculated values
Total charge = 0
Frontier orbital gap (alpha / beta) = 7.399 / 7.406 eV
Spin multiplicity = 1
Highest occupied orbital energy (alpha / beta) = -8.655 / -8.640 eV

Each atom is followed by the atoms it is bonded to, with distances in Å.
Positions of all 5 atoms, in Å:
1 O 0.0579 1.4242 -0.7253  H3 0.973, H5 0.982
2 P -0.4823 -1.3875 1.4306  H4 1.397
3 H -0.6725 1.4019 -1.3683  O1 0.973
4 H 0.2284 -2.5236 1.8262  P2 1.397
5 H 0.8684 1.0850 -1.1631  O1 0.982

B.
H3OP | wB97M-V/def2-TZVPD

Calculated values
Total charge = 0
SMILES = OP
Frontier orbital gap = 9.751 eV
Spin multiplicity = 1
Highest occupied orbital energy = -10.197 eV

Each atom is followed by the atoms it is bonded to, with distances in Å.
Positions of all 5 atoms, in Å:
1 O 0.8955 -0.3950 -0.8778  P2 2.096, H3 0.936
2 P -0.7554 -0.4078 0.4143  O1 2.096, H4 1.344, H5 1.426
3 H 0.6052 0.1810 -1.5560  O1 0.936
4 H 0.2760 -0.3314 1.2724  P2 1.344
5 H -1.0213 0.9532 0.7471  P2 1.426

The winner here is B, beating the second structure by 24.9 kcal/mol.

A.
C3H10N3O | wB97M-V/def2-TZVPD

Calculated values
Total charge = +1
Frontier orbital gap = 9.816 eV
Spin multiplicity = 1
Highest occupied orbital energy = -13.670 eV

Each atom is followed by the atoms it is bonded to, with distances in Å.
Positions of all 17 atoms, in Å:
1 C 0.3448 -0.7544 0.2995  N6 1.314, H8 1.079, H9 1.044
2 C -3.6840 -0.4350 -0.0262  O7 1.477, H11 1.001, H12 1.070, H13 1.088
3 C -1.6294 0.8677 -0.0382  N6 1.295, O7 1.292, H14 1.137
4 N 2.3249 0.0456 0.7023  N5 1.495, H10 1.097, H15 1.007
5 N 2.8351 0.6860 -0.5485  N4 1.495, H16 0.965, H17 1.018
6 N -0.7629 -0.0897 0.0611  C1 1.314, C3 1.295
7 O -2.9093 0.8096 -0.2063  C2 1.477, C3 1.292
8 H 0.9261 -0.9589 -0.5863  C1 1.079
9 H 0.6065 -1.0754 1.2584  C1 1.044
10 H 2.2363 0.8029 1.4909  N4 1.097
11 H -4.1021 -0.7138 -0.8919  C2 1.001
12 H -4.3657 -0.2711 0.7816  C2 1.070
13 H -2.9083 -1.1206 0.3091  C2 1.088
14 H -1.2530 1.8985 0.2582  C3 1.137
15 H 2.9420 -0.7308 0.8755  N4 1.007
16 H 3.1525 1.5955 -0.4904  N5 0.965
17 H 2.0747 0.6403 -1.2237  N5 1.018

B.
C3H10N3O | wB97M-V/def2-TZVPD

Calculated values
Total charge = +1
Frontier orbital gap (alpha / beta) = 6.603 / 9.839 eV
Spin multiplicity = 1
Highest occupied orbital energy (alpha / beta) = -11.676 / -13.331 eV

Each atom is followed by the atoms it is bonded to, with distances in Å.
Positions of all 17 atoms, in Å:
1 C -0.0207 0.7142 0.2534  C2 1.462, N4 1.377, O7 1.487
2 C -0.7690 -0.5127 -0.0167  C1 1.462, N5 1.437, N6 1.562, O7 1.333
3 C 3.2233 -0.0898 -0.1190  H8 1.094, H9 1.039, H10 1.167
4 N -0.5274 1.9801 0.0629  C1 1.377, H12 0.989, H15 0.955
5 N -0.6267 -1.7684 0.6671  C2 1.437, H13 0.999, H14 0.963
6 N -2.2906 -0.2464 -0.2462  C2 1.562, H11 1.041, H16 1.036, H17 0.977
7 O 0.0449 -0.1007 -0.9884  C1 1.487, C2 1.333
8 H 2.7512 -0.2574 0.8538  C3 1.094
9 H 4.0214 -0.7199 -0.3351  C3 1.039
10 H 2.9007 0.8403 -0.7464  C3 1.167
11 H -2.6448 -0.5450 0.6859  N6 1.041
12 H -0.4158 2.4614 0.9191  N4 0.989
13 H 0.2387 -1.8358 1.1607  N5 0.999
14 H -0.7211 -2.3607 -0.0860  N5 0.963
15 H -0.2308 2.4707 -0.7009  N4 0.955
16 H -2.5223 -0.7527 -1.1204  N6 1.036
17 H -2.4110 0.7228 -0.2437  N6 0.977

The winner here is A, beating the second structure by 43.6 kcal/mol.